# C35H51N8O2S

A 5-piece molecular cluster, C35H51N8O2S overall in a non-equilibrium geometry (ωB97M-V with the def2-TZVPD basis set, the Open Molecules 2025 dataset).

Structure (ORCA input):
```
! RIJCOSX wB97M-V def2-TZVPD def2/J DEFGRID3
* xyz 1 1
C -1.53 -3.99 3.26
C -1.16 -2.75 2.89
N -2.14 -1.91 2.24
C -2.43 -0.64 2.96
O -2.96 -0.99 4.21
N -4.41 -0.80 4.21
O -4.96 -1.77 3.93
C -1.82 -1.76 0.90
N -0.78 -0.92 0.48
S -1.40 0.71 0.18
N -2.49 -2.45 0.03
C -3.59 -3.35 0.41
C -4.29 -3.95 -0.81
C -5.06 -5.22 -0.41
C -6.03 -5.04 0.77
C -7.54 -5.09 0.40
C -8.22 -3.79 0.82
C -9.73 -3.79 0.59
C -10.23 -2.36 0.27
C -10.11 -1.42 1.50
C -9.25 -0.17 1.24
C -7.77 -0.33 1.64
H -0.85 -4.84 3.25
H -2.56 -4.16 3.54
H -0.16 -2.38 3.11
H -3.21 -0.11 2.40
H -1.57 0.02 3.08
H -0.42 -1.25 -0.41
H -0.34 1.42 -0.26
H -2.26 -2.35 -0.95
H -3.25 -4.15 1.06
H -4.30 -2.76 0.96
H -3.51 -4.26 -1.52
H -4.91 -3.23 -1.33
H -4.38 -6.04 -0.21
H -5.65 -5.52 -1.28
H -5.87 -4.12 1.33
H -5.83 -5.84 1.48
H -7.64 -5.19 -0.68
H -8.00 -5.92 0.93
H -7.76 -2.95 0.29
H -8.00 -3.63 1.88
H -10.28 -4.13 1.47
H -9.97 -4.43 -0.26
H -9.60 -1.96 -0.53
H -11.26 -2.40 -0.08
H -11.10 -1.10 1.80
H -9.69 -1.99 2.33
H -9.67 0.70 1.75
H -9.32 0.04 0.17
H -7.17 -0.61 0.78
H -7.66 -1.12 2.37
H -7.36 0.59 2.04
N 4.48 4.13 0.65
C 3.30 4.39 0.07
C 2.23 3.52 0.08
C 2.39 2.30 0.73
C 3.60 2.01 1.34
C 4.61 2.96 1.27
H 3.23 5.35 -0.43
H 1.30 3.77 -0.40
H 1.57 1.59 0.77
H 3.76 1.08 1.86
H 5.57 2.78 1.73
N 0.34 3.33 -2.87
C 0.60 2.15 -3.43
C 0.70 1.94 -4.79
C 0.51 3.03 -5.63
C 0.23 4.26 -5.07
C 0.15 4.36 -3.69
H 0.75 1.32 -2.73
H 0.93 0.96 -5.18
H 0.58 2.91 -6.70
H 0.07 5.13 -5.69
H -0.06 5.31 -3.21
N 9.99 3.86 -1.43
C 9.17 3.14 -2.20
C 7.80 3.11 -2.04
C 7.24 3.85 -1.01
C 8.07 4.60 -0.20
C 9.43 4.57 -0.45
H 9.65 2.57 -2.99
H 7.18 2.51 -2.70
H 6.17 3.85 -0.84
H 7.67 5.19 0.61
H 10.12 5.14 0.16
N 15.06 2.74 0.82
C 15.72 1.97 -0.04
C 15.17 1.49 -1.22
C 13.87 1.84 -1.53
C 13.16 2.65 -0.64
C 13.81 3.07 0.51
H 16.74 1.72 0.24
H 15.75 0.87 -1.88
H 13.40 1.49 -2.44
H 12.14 2.95 -0.84
H 13.30 3.70 1.23
*
```

- Highest occupied orbital energy: -10.23 eV
- LUMO: -4.4546 eV
- Strongest force on any atom: 0.0256 hartree/bohr
- Gap between HOMO and LUMO: 5.775 eV

Atom charges from the Mulliken analysis, given in e for atoms 1 to 2: -0.9273, -0.3007

---

# C35H52As3FeGeNOSe2

C35H52As3FeGeNOSe2 as an isolated structure (ωB97M-V with the def2-TZVPD basis set, the Open Molecules 2025 dataset).

Structure (ORCA input):
```
! RIJCOSX wB97M-V def2-TZVPD def2/J DEFGRID3
* xyz -1 6
Fe -0.05 0.86 1.44
C 4.55 2.10 1.58
As 2.79 1.49 0.93
C 3.32 -0.35 0.56
C 2.85 2.03 -0.98
C 2.42 3.45 -1.38
C 3.12 4.48 -0.48
C 0.90 3.69 -1.36
As -0.21 3.17 0.19
C -1.88 3.90 -0.52
C 0.20 4.57 1.48
C 2.93 3.72 -2.82
As 2.34 2.74 -4.45
C 1.45 1.09 -3.86
C 0.69 3.75 -4.88
H 5.34 1.85 0.87
H 4.75 1.58 2.52
H 4.56 3.17 1.77
H 4.25 -0.38 -0.01
H 2.52 -0.81 -0.01
H 3.44 -0.90 1.49
H 2.21 1.29 -1.46
H 3.87 1.86 -1.33
H 2.79 4.37 0.56
H 2.91 5.50 -0.80
H 4.21 4.33 -0.50
H 0.44 3.16 -2.19
H 0.72 4.76 -1.54
H -1.77 4.95 -0.81
H -2.65 3.80 0.25
H -2.19 3.31 -1.38
H 0.36 5.54 0.99
H 1.09 4.29 2.05
H -0.63 4.64 2.18
H 4.02 3.63 -2.82
H 2.72 4.77 -3.08
H 2.19 0.37 -3.50
H 0.98 0.67 -4.74
H 0.70 1.24 -3.09
H 0.88 4.82 -4.75
H -0.15 3.47 -4.26
H 0.44 3.57 -5.93
C -6.21 3.36 0.77
Se -5.06 1.81 0.47
C -5.50 0.86 2.13
C -5.34 -0.59 1.95
Se -2.17 -0.58 1.38
C -2.05 -1.20 3.25
H -5.93 3.89 1.67
H -7.26 3.07 0.83
H -6.08 4.03 -0.08
H -6.53 1.14 2.37
H -4.85 1.23 2.93
H -5.65 -1.08 1.04
H -5.11 -1.21 2.81
H -2.42 -2.22 3.36
H -2.63 -0.51 3.87
H -1.00 -1.15 3.55
C -0.40 -0.79 0.56
Ge -0.19 -2.64 0.23
C -1.58 -3.53 -0.85
C -2.65 -2.82 -1.41
C -3.58 -3.46 -2.22
C -3.46 -4.81 -2.50
C -2.40 -5.53 -1.96
C -1.47 -4.89 -1.15
C 1.43 -3.10 -0.82
C 2.39 -4.00 -0.36
C 3.51 -4.30 -1.13
C 3.70 -3.70 -2.37
C 2.74 -2.80 -2.84
C 1.63 -2.51 -2.07
C -0.05 -3.70 1.92
C -0.85 -4.79 2.25
C -0.74 -5.42 3.48
C 0.19 -4.97 4.41
C 1.00 -3.88 4.10
C 0.87 -3.26 2.87
H -2.75 -1.77 -1.19
H -4.40 -2.88 -2.64
H -4.19 -5.31 -3.13
H -2.29 -6.59 -2.17
H -0.64 -5.46 -0.75
H 2.27 -4.47 0.61
H 4.25 -5.00 -0.75
H 4.57 -3.93 -2.96
H 2.87 -2.33 -3.80
H 0.89 -1.80 -2.44
H -1.59 -5.15 1.54
H -1.38 -6.26 3.72
H 0.28 -5.46 5.38
H 1.72 -3.51 4.82
H 1.47 -2.38 2.65
O -0.58 2.84 5.27
C -0.29 2.26 4.26
N 0.02 1.72 3.25
*
```

- Highest occupied orbital energy (spin up / spin down): -3.18 / -3.73 eV
- LUMO (spin up / spin down): 2.2203 / 2.2147 eV
- Energy above the lowest of the compared OMol25 structures with the same formula, charge and spin: 0.0 kcal per mole
- Strongest force on any atom: 0.0123 hartree/bohr
- Gap between HOMO and LUMO (spin up / spin down): 5.395 / 5.948 eV

Atom charges from the Mulliken analysis, given in e for atoms 1 to 2: -0.4738, -1.3606

---

# C35H52AsLaO2P3

C35H52AsLaO2P3 as an isolated structure in a non-equilibrium geometry (ωB97M-V with the def2-TZVPD basis set, the Open Molecules 2025 dataset).

Structure (ORCA input):
```
! RIJCOSX wB97M-V def2-TZVPD def2/J DEFGRID3
* xyz 3 1
La -0.39 0.62 -0.78
P 3.25 -1.98 0.28
P 2.02 2.47 -1.13
P -1.10 -2.50 -1.24
H -0.08 2.66 -6.58
C -1.03 2.20 -6.26
C -1.80 2.62 -5.23
H -1.48 3.31 -4.43
C 4.85 -2.77 0.68
C 3.32 -0.37 1.11
C 1.96 -2.86 1.19
C 1.49 3.44 -2.60
C 2.72 3.87 -0.17
C 3.53 1.76 -1.95
C -2.15 -2.79 -2.70
C -1.87 -3.89 -0.29
C 0.33 -3.43 -1.98
H -1.29 1.33 -6.87
H -2.82 2.25 -5.14
H 4.94 -2.82 1.77
H 5.68 -2.20 0.25
H 4.86 -3.78 0.24
H 3.73 -0.47 2.12
H 2.31 0.06 1.23
H 3.92 0.38 0.57
H 2.41 -3.71 1.72
H 1.14 -3.20 0.54
H 1.55 -2.17 1.95
H 2.23 4.23 -2.78
H 0.51 3.89 -2.43
H 1.43 2.79 -3.48
H 2.70 4.78 -0.79
H 3.74 3.64 0.14
H 2.09 4.05 0.72
H 4.47 2.19 -1.54
H 3.46 1.97 -3.02
H 3.54 0.66 -1.83
H -2.30 -3.86 -2.85
H -1.64 -2.43 -3.59
H -3.11 -2.27 -2.64
H -2.24 -4.66 -0.98
H -2.71 -3.52 0.31
H -1.13 -4.35 0.38
H -0.01 -4.44 -2.25
H 1.19 -3.50 -1.30
H 0.63 -2.89 -2.88
C -0.06 -0.04 -4.14
C 1.11 -0.46 -4.83
C 0.98 -1.61 -5.61
C -0.29 -2.07 -5.99
C -1.44 -1.48 -5.48
C -1.36 -0.40 -4.61
O 0.12 0.56 -2.98
H 3.12 -1.84 -1.15
H 2.09 -0.03 -4.58
H 1.86 -2.13 -5.98
H -0.38 -2.84 -6.77
H -2.42 -1.91 -5.70
H -2.25 0.13 -4.24
O -1.36 0.71 1.14
As -1.53 0.86 2.89
C -0.05 -0.16 3.67
C -0.23 -1.50 4.03
C 0.80 -2.19 4.67
C 2.01 -1.55 4.97
C 2.18 -0.21 4.62
C 1.15 0.50 4.00
C -1.37 2.76 3.02
C -2.40 3.52 3.60
C -2.26 4.91 3.70
C -1.09 5.54 3.24
C -0.05 4.78 2.69
C -0.20 3.39 2.56
C -3.19 -0.04 3.23
C -3.90 -0.65 2.18
C -5.07 -1.37 2.45
C -5.56 -1.46 3.76
C -4.87 -0.82 4.80
C -3.70 -0.10 4.53
H -1.18 -1.98 3.81
H 0.64 -3.23 4.97
H 2.78 -2.09 5.53
H 3.13 0.29 4.87
H 1.28 1.56 3.80
H -3.31 3.02 3.94
H -3.07 5.50 4.14
H -0.97 6.61 3.37
H 0.87 5.27 2.36
H 0.62 2.81 2.10
H -3.55 -0.57 1.14
H -5.63 -1.86 1.64
H -6.48 -2.02 3.99
H -5.24 -0.86 5.82
H -3.16 0.42 5.33
*
```

- Highest occupied orbital energy: -14.16 eV
- LUMO: -8.7442 eV
- Energy above the lowest of the compared OMol25 structures with the same formula, charge and spin: 41.8 kcal per mole
- Strongest force on any atom: 0.0448 hartree/bohr
- Gap between HOMO and LUMO: 5.413 eV

Atom charges from the Mulliken analysis, given in e for atoms 1 to 2: 2.0732, 0.6512

---

# C35H52BiOP4

C35H52BiOP4 as an isolated structure in a non-equilibrium geometry (ωB97M-V with the def2-TZVPD basis set, the Open Molecules 2025 dataset).

Structure (ORCA input):
```
! RIJCOSX wB97M-V def2-TZVPD def2/J DEFGRID3
* xyz 3 1
Bi 0.24 0.17 -0.82
P -2.06 1.28 -2.38
P 1.37 -1.66 -2.25
P 1.46 2.35 -1.82
H 0.34 1.43 3.15
C 0.51 2.41 2.66
C -0.50 3.20 2.23
H -1.56 2.86 2.21
C -3.72 0.63 -1.88
C -2.00 1.00 -4.19
C -2.40 3.08 -2.25
C 2.81 -2.18 -1.28
C 0.41 -3.19 -2.38
C 1.99 -1.24 -3.89
C 1.24 3.95 -0.98
C 1.37 2.81 -3.59
C 3.24 2.12 -1.54
H 1.56 2.70 2.51
H -0.31 4.22 1.84
H -3.98 1.03 -0.90
H -3.68 -0.47 -1.81
H -4.50 0.94 -2.59
H -1.92 -0.08 -4.39
H -1.13 1.51 -4.63
H -2.91 1.37 -4.69
H -2.69 3.33 -1.22
H -3.23 3.37 -2.92
H -1.52 3.67 -2.52
H 3.35 -3.04 -1.71
H 2.55 -2.36 -0.23
H 3.44 -1.28 -1.26
H 0.99 -4.04 -2.77
H -0.46 -3.00 -3.02
H 0.01 -3.44 -1.39
H 2.41 -2.10 -4.43
H 2.76 -0.46 -3.83
H 1.16 -0.82 -4.47
H 2.03 4.65 -1.30
H 1.28 3.83 0.11
H 0.26 4.37 -1.23
H 2.16 3.54 -3.83
H 0.39 3.24 -3.82
H 1.52 1.92 -4.22
H 3.80 3.00 -1.89
H 3.63 1.23 -2.04
H 3.41 2.00 -0.47
C 6.08 0.42 -0.09
C 7.16 -0.39 0.33
C 8.02 0.18 1.27
C 7.80 1.47 1.79
C 6.82 2.28 1.23
C 6.02 1.79 0.19
O 5.00 -0.18 -0.71
H 5.04 -1.15 -0.54
H 7.25 -1.39 -0.12
H 8.87 -0.41 1.59
H 8.40 1.83 2.62
H 6.66 3.31 1.56
H 5.33 2.40 -0.38
C -4.44 -5.07 0.43
C -3.84 -4.43 -0.66
C -3.14 -3.23 -0.47
C -3.09 -2.68 0.83
C -3.70 -3.31 1.92
C -4.38 -4.52 1.72
P -2.26 -1.07 1.07
C -3.68 -0.12 1.75
C -3.44 0.96 2.62
C -4.51 1.73 3.06
C -5.81 1.47 2.60
C -6.05 0.40 1.73
C -5.00 -0.40 1.32
C -1.23 -1.52 2.51
C -1.58 -1.20 3.82
C -0.68 -1.49 4.85
C 0.53 -2.12 4.59
C 0.84 -2.53 3.29
C -0.03 -2.23 2.25
H -4.97 -6.01 0.30
H -3.93 -4.87 -1.65
H -2.67 -2.74 -1.33
H -3.67 -2.86 2.91
H -4.83 -5.02 2.59
H -2.44 1.20 3.01
H -4.36 2.56 3.75
H -6.64 2.11 2.88
H -7.05 0.20 1.34
H -5.21 -1.27 0.69
H -2.55 -0.77 4.08
H -0.94 -1.21 5.87
H 1.24 -2.32 5.40
H 1.76 -3.08 3.08
H 0.20 -2.54 1.22
*
```

- Highest occupied orbital energy: -14.56 eV
- LUMO: -10.5288 eV
- Energy above the lowest of the compared OMol25 structures with the same formula, charge and spin: 0.0 kcal per mole
- Strongest force on any atom: 0.0521 hartree/bohr
- Gap between HOMO and LUMO: 4.029 eV

Atom charges from the Mulliken analysis, given in e for atoms 1 to 2: 1.2382, 0.5922

---

# C35H52NdOP4S

C35H52NdOP4S as an isolated structure in a non-equilibrium geometry (ωB97M-V with the def2-TZVPD basis set, the Open Molecules 2025 dataset).

Structure (ORCA input):
```
! RIJCOSX wB97M-V def2-TZVPD def2/J DEFGRID3
* xyz 3 4
Nd 0.52 0.32 -0.24
P -1.55 2.25 -0.29
P -1.87 -1.53 0.68
P 2.24 2.02 -1.75
H -0.74 -4.32 -2.47
C -0.32 -3.30 -2.30
C 0.89 -3.21 -1.72
H 1.20 -3.98 -0.98
C -2.73 2.28 -1.67
C -2.67 2.20 1.16
C -0.92 3.98 -0.25
C -1.81 -3.37 0.84
C -2.71 -1.22 2.31
C -3.34 -1.47 -0.42
C 3.72 1.10 -2.32
C 2.92 3.44 -0.81
C 1.49 2.83 -3.22
H -0.98 -2.42 -2.54
H 1.69 -2.42 -1.86
H -3.42 3.13 -1.57
H -3.32 1.36 -1.69
H -2.18 2.39 -2.61
H -3.14 3.18 1.32
H -2.08 1.96 2.06
H -3.47 1.45 1.02
H -1.74 4.69 -0.10
H -0.41 4.21 -1.20
H -0.21 4.09 0.58
H -2.82 -3.76 0.70
H -1.45 -3.68 1.82
H -1.17 -3.77 0.05
H -3.73 -1.64 2.30
H -2.76 -0.14 2.52
H -2.14 -1.70 3.12
H -4.06 -2.23 -0.09
H -3.05 -1.70 -1.45
H -3.83 -0.49 -0.40
H 4.13 1.56 -3.22
H 3.49 0.04 -2.57
H 4.49 1.12 -1.52
H 3.47 4.11 -1.48
H 3.61 3.08 -0.03
H 2.08 4.00 -0.37
H 2.33 3.16 -3.86
H 0.94 3.71 -2.85
H 0.79 2.20 -3.81
C 1.59 -1.09 -5.48
C 0.95 -0.53 -6.61
C 1.21 -0.98 -7.91
C 2.00 -2.13 -8.11
C 2.47 -2.81 -6.98
C 2.23 -2.33 -5.68
S 1.56 -0.18 -4.01
H 1.34 -0.85 -2.75
H 0.23 0.28 -6.45
H 0.82 -0.44 -8.77
H 2.27 -2.45 -9.13
H 3.04 -3.71 -7.14
H 2.50 -2.93 -4.81
O 0.69 0.52 1.92
P 1.24 0.35 3.36
C 0.02 -0.44 4.41
C -1.04 0.33 4.92
C -1.97 -0.25 5.77
C -1.85 -1.61 6.12
C -0.75 -2.35 5.67
C 0.21 -1.75 4.86
C 2.72 -0.63 3.27
C 3.95 -0.10 3.69
C 5.14 -0.77 3.38
C 5.10 -2.00 2.71
C 3.87 -2.54 2.33
C 2.69 -1.84 2.56
C 1.52 1.94 4.10
C 1.84 1.96 5.47
C 2.04 3.18 6.13
C 1.93 4.38 5.41
C 1.65 4.36 4.04
C 1.43 3.14 3.38
H -1.11 1.40 4.69
H -2.76 0.35 6.22
H -2.57 -2.07 6.80
H -0.58 -3.38 6.00
H 1.15 -2.26 4.61
H 3.97 0.85 4.22
H 6.09 -0.34 3.67
H 6.03 -2.54 2.49
H 3.81 -3.51 1.84
H 1.73 -2.21 2.16
H 1.93 1.02 6.02
H 2.30 3.17 7.18
H 2.09 5.33 5.91
H 1.60 5.29 3.47
H 1.22 3.11 2.31
*
```

- Highest occupied orbital energy (spin up / spin down): -15.17 / -15.17 eV
- LUMO (spin up / spin down): -9.5063 / -8.8127 eV
- Energy above the lowest of the compared OMol25 structures with the same formula, charge and spin: 0.0 kcal per mole
- Strongest force on any atom: 0.0591 hartree/bohr
- Gap between HOMO and LUMO (spin up / spin down): 5.662 / 6.358 eV

Atom charges from the Mulliken analysis, given in e for atoms 1 to 2: 0.9330, 0.7782